C36H81F6MgN2O20S2 as an isolated structure at a distorted geometry. Source: the Open Molecules 2025 dataset; level of theory: ωB97M-V/def2-TZVPD.

The orbital gap (spin up / spin down) is 6.207 / 2.404 eV. For the total energy, the calculation gives -125964.4555 eV. The net charge is +2. The multiplicity is 2. For the largest force on an atom, the calculation gives 7.14 eV/A.

```
148
Properties=species:S:1:pos:R:3:lowdin_spin:R:1
Mg 1.35 -2.22 -2.60 0.000
C 1.75 1.29 -4.15 0.000
F 2.65 0.55 -4.68 0.000
F 1.86 2.65 -4.44 0.000
F 0.61 0.86 -4.73 0.000
S 1.80 1.02 -2.22 0.000
O 3.20 0.67 -1.96 0.000
O 1.27 2.20 -1.55 0.000
N 0.81 -0.56 -2.04 0.000
S -0.68 0.08 -1.83 0.000
O -1.07 1.29 -2.55 0.000
O -1.55 -0.98 -2.11 0.001
C -0.74 0.44 0.14 0.000
F -1.28 -0.60 0.67 0.000
F 0.56 0.71 0.58 0.000
F -1.57 1.51 0.43 0.000
C -1.55 -10.34 1.42 0.000
O -1.59 -9.10 2.08 0.000
C -1.80 -8.17 0.97 0.000
C -2.11 -6.80 1.57 0.000
O -3.35 -6.86 2.18 0.000
C -3.85 -5.82 3.00 0.000
C -4.14 -4.56 2.23 0.000
O -3.10 -4.13 1.35 0.000
C -3.30 -2.75 0.94 0.000
H -0.96 -11.05 2.00 0.000
H -1.36 -10.34 0.35 0.000
H -2.51 -10.84 1.56 0.000
H -2.72 -8.43 0.43 0.000
H -0.97 -8.21 0.27 0.000
H -2.02 -5.96 0.88 0.000
H -1.41 -6.54 2.36 0.000
H -3.09 -5.63 3.76 0.000
H -4.71 -6.24 3.53 0.000
H -4.51 -3.79 2.91 0.000
H -4.95 -4.90 1.60 0.000
H -2.49 -2.69 0.21 0.000
H -3.10 -2.18 1.85 0.000
H -4.32 -2.59 0.60 0.000
C -4.63 4.71 3.09 0.000
O -3.63 4.78 2.04 0.004
C -2.28 4.67 2.62 0.000
C -1.10 4.85 1.72 0.000
O -1.12 6.16 1.10 0.000
C -2.02 6.23 -0.05 0.000
C -2.22 7.62 -0.66 0.000
O -0.99 7.99 -1.45 0.000
C -0.91 9.34 -2.02 0.000
H -4.54 5.58 3.74 0.000
H -4.56 3.77 3.65 0.000
H -5.62 4.60 2.63 0.000
H -2.24 3.65 2.99 0.000
H -2.03 5.29 3.49 0.000
H -0.88 4.15 0.92 0.000
H -0.17 4.87 2.28 0.000
H -3.06 5.98 0.17 0.000
H -1.58 5.69 -0.89 0.000
H -2.46 8.32 0.13 0.000
H -3.10 7.67 -1.31 0.000
H -0.21 9.30 -2.86 0.000
H -0.67 10.02 -1.20 0.000
H -1.91 9.60 -2.37 0.000
C 6.23 0.67 -4.55 0.000
O 6.95 1.36 -3.54 0.000
C 6.81 2.77 -3.68 0.000
C 7.46 3.51 -2.42 0.000
O 6.53 3.64 -1.34 0.000
C 5.90 2.48 -0.90 0.000
C 4.83 2.60 0.24 0.000
O 5.34 3.18 1.48 0.000
C 6.28 2.30 2.17 0.000
H 6.54 -0.36 -4.37 0.000
H 6.37 0.72 -5.63 0.000
H 5.18 0.85 -4.30 0.000
H 5.80 3.16 -3.75 0.000
H 7.12 3.09 -4.67 0.000
H 7.69 4.52 -2.78 0.000
H 8.35 3.02 -2.03 0.000
H 6.60 1.66 -0.74 0.000
H 5.26 2.11 -1.70 0.000
H 4.37 1.66 0.53 0.000
H 3.92 3.13 -0.06 0.000
H 7.13 2.19 1.50 0.000
H 5.87 1.31 2.33 0.000
H 6.55 2.67 3.16 0.000
C -0.25 -1.70 -5.33 0.000
O 1.04 -1.79 -4.57 0.000
C 2.03 -2.38 -5.42 0.000
C 3.44 -2.40 -4.73 0.000
O 3.13 -2.51 -3.28 0.000
C 4.39 -2.70 -2.58 0.000
C 4.16 -2.31 -1.10 0.000
O 2.73 -2.18 -0.84 0.000
C 2.64 -1.98 0.58 0.000
H -0.96 -1.26 -4.63 0.000
H -0.54 -2.70 -5.65 0.000
H -0.15 -1.08 -6.22 0.000
H 2.04 -1.70 -6.27 0.000
H 1.61 -3.32 -5.78 0.000
H 3.99 -1.49 -4.94 0.000
H 4.10 -3.17 -5.13 0.000
H 5.11 -1.95 -2.93 0.000
H 4.70 -3.75 -2.50 0.000
H 4.63 -1.33 -0.97 0.000
H 4.52 -3.06 -0.40 0.000
H 1.62 -1.95 0.95 0.000
H 3.23 -1.16 0.98 0.000
H 3.16 -2.74 1.17 0.000
C 1.77 -4.77 5.05 0.000
O 0.34 -4.60 5.00 0.000
C -0.21 -4.16 3.83 0.000
C 0.12 -2.68 3.48 0.000
O -0.53 -1.79 4.31 0.000
C -0.36 -0.44 4.00 0.000
C -1.01 0.57 4.93 0.000
O -2.41 0.55 4.77 0.000
C -3.01 -0.62 5.26 0.000
H 2.20 -5.52 4.38 0.000
H 2.01 -5.18 6.03 0.000
H 2.44 -3.92 5.07 0.000
H -1.27 -4.36 3.68 0.000
H 0.25 -4.78 3.06 0.000
H -0.19 -2.41 2.47 0.000
H 1.18 -2.43 3.60 0.000
H -0.67 -0.24 2.98 0.000
H 0.71 -0.24 4.07 0.000
H -0.64 1.59 4.85 0.000
H -0.67 0.34 5.94 0.000
H -3.00 -1.45 4.55 0.000
H -4.07 -0.68 5.53 0.000
H -2.50 -0.87 6.19 0.000
C -4.27 0.51 -1.40 0.059
C -4.79 1.85 -0.90 0.106
C -5.97 2.38 -1.82 0.002
O -6.36 3.71 -1.49 0.004
C -5.45 4.74 -1.82 0.001
N -5.27 1.55 0.45 0.728
H -3.87 0.42 -2.41 0.005
H -5.02 -0.28 -1.40 0.000
H -3.37 0.29 -0.82 0.000
H -3.97 2.57 -0.82 0.040
H -6.68 1.56 -1.73 0.000
H -5.68 2.39 -2.87 0.000
H -4.75 4.93 -1.00 0.001
H -6.08 5.60 -2.04 0.000
H -4.81 4.51 -2.67 0.000
H -4.63 1.79 1.19 0.025
H -6.07 2.16 0.47 0.024
```

A 7-piece molecular cluster, C36H82N4O9 overall at a distorted geometry. Source: the Open Molecules 2025 dataset; level of theory: ωB97M-V/def2-TZVPD.

The orbital gap is 9.132 eV. For the total energy, the calculation gives -63045.6213 eV. The multiplicity is 1. Its SMILES is C=CN[C@](CCCCCN)(CCCCN(C)C(C)=O)COCOC#N.CC(C)O.CC(C)O.CC(C)O.CC(C)O.CC(C)O.CC(C)O. For the largest force on an atom, the calculation gives 3.08 eV/A.

```
131
Properties=species:S:1:pos:R:3:lowdin_charge:R:1
C -3.51 -2.11 -0.17 0.037
C -2.78 -0.99 -0.39 -0.217
N -1.41 -0.78 0.03 0.000
C -0.47 -0.55 -1.08 -0.410
C 0.91 -0.16 -0.40 -0.118
C 1.40 -1.28 0.63 -0.171
C 0.96 -0.99 2.12 -0.216
C 2.00 -1.63 3.12 -0.188
C 1.60 -1.32 4.62 -0.285
N 0.12 -1.25 4.79 -0.021
C -0.94 0.60 -2.08 -0.144
C 0.22 1.01 -3.05 -0.170
C -0.26 1.69 -4.42 -0.159
C -1.43 0.95 -5.13 -0.166
N -2.82 1.40 -4.90 -0.101
C -3.02 2.54 -3.98 -0.083
C -3.76 0.35 -4.75 -0.463
C -4.90 0.32 -3.69 -0.013
O -3.71 -0.60 -5.53 0.036
C -0.29 -1.88 -1.95 -0.106
O 1.08 -2.12 -2.32 -0.118
C 1.36 -3.48 -2.48 -0.202
O 0.73 -3.98 -3.71 0.023
C 0.09 -5.12 -3.38 -0.330
N -0.40 -6.13 -3.15 0.161
H -3.12 -3.08 0.19 0.067
H -4.62 -2.05 -0.31 0.038
H -3.30 -0.14 -0.90 0.097
H -1.33 -0.06 0.74 0.119
H 1.74 -0.05 -1.14 0.100
H 0.70 0.78 0.19 0.119
H 1.02 -2.29 0.33 0.106
H 2.52 -1.30 0.55 0.100
H 0.87 0.10 2.33 0.113
H -0.02 -1.52 2.26 0.096
H 3.04 -1.27 2.97 0.080
H 1.93 -2.75 3.00 0.118
H 2.00 -2.12 5.32 0.093
H 2.03 -0.35 4.98 0.109
H -0.25 -2.16 4.51 0.069
H -0.14 -1.10 5.77 0.036
H -1.92 0.38 -2.56 0.085
H -1.12 1.50 -1.40 0.125
H 0.87 1.74 -2.50 0.113
H 0.90 0.17 -3.35 0.106
H -0.36 2.80 -4.31 0.096
H 0.63 1.57 -5.10 0.094
H -1.36 -0.14 -4.85 0.121
H -1.23 0.97 -6.24 0.121
H -2.88 2.33 -2.89 0.087
H -2.42 3.42 -4.34 0.066
H -4.09 2.87 -4.10 0.090
H -4.64 -0.32 -2.80 0.076
H -5.28 1.33 -3.41 0.062
H -5.76 -0.20 -4.19 0.090
H -0.85 -1.68 -2.91 0.132
H -0.81 -2.76 -1.48 0.136
H 1.14 -4.10 -1.58 0.149
H 2.47 -3.55 -2.65 0.154
C -8.56 -1.00 0.37 -0.063
C -7.49 -0.46 -0.56 -0.485
C -8.09 0.15 -1.81 -0.054
O -6.60 -1.52 -0.92 -0.082
H -9.14 -1.79 -0.12 0.082
H -8.11 -1.44 1.26 0.081
H -9.25 -0.21 0.69 0.080
H -6.89 0.29 -0.03 0.142
H -8.66 -0.60 -2.37 0.087
H -7.31 0.52 -2.47 0.048
H -8.76 0.98 -1.56 0.083
H -7.12 -2.19 -1.39 0.098
C -0.89 7.26 -2.87 -0.063
C -0.63 6.21 -3.93 -0.493
C -0.15 6.84 -5.23 -0.061
O -1.83 5.47 -4.17 -0.078
H -1.67 7.95 -3.19 0.082
H -1.24 6.79 -1.95 0.080
H 0.01 7.83 -2.65 0.081
H 0.12 5.50 -3.57 0.136
H -0.91 7.52 -5.64 0.082
H 0.02 6.07 -5.99 0.080
H 0.77 7.40 -5.08 0.081
H -2.50 6.08 -4.50 0.096
C 5.60 0.38 0.32 -0.057
C 5.55 0.12 1.82 -0.495
C 6.92 0.32 2.46 -0.062
O 5.11 -1.22 2.06 -0.077
H 6.29 -0.31 -0.17 0.083
H 4.61 0.22 -0.12 0.068
H 5.91 1.40 0.11 0.082
H 4.82 0.78 2.29 0.140
H 7.65 -0.37 2.04 0.082
H 6.87 0.12 3.53 0.075
H 7.27 1.34 2.31 0.081
H 5.75 -1.82 1.65 0.093
C 0.76 -0.83 10.18 -0.064
C -0.62 -0.55 9.60 -0.495
C -1.65 -1.53 10.14 -0.066
O -0.56 -0.66 8.17 -0.069
H 1.10 -1.83 9.91 0.080
H 1.49 -0.13 9.77 0.078
H 0.76 -0.74 11.27 0.082
H -0.92 0.47 9.83 0.139
H -1.40 -2.56 9.87 0.081
H -2.64 -1.32 9.71 0.079
H -1.73 -1.46 11.23 0.079
H -0.30 -1.56 7.95 0.076
C 4.74 -3.15 7.76 -0.061
C 4.09 -1.78 7.89 -0.504
C 4.73 -0.78 6.94 -0.065
O 4.23 -1.32 9.24 -0.062
H 5.80 -3.11 8.01 0.081
H 4.28 -3.86 8.45 0.079
H 4.64 -3.54 6.74 0.079
H 3.02 -1.86 7.68 0.122
H 5.79 -0.65 7.17 0.081
H 4.26 0.20 7.06 0.082
H 4.62 -1.10 5.90 0.071
H 5.17 -1.25 9.43 0.087
C 2.69 -0.83 -7.34 -0.061
C 1.60 -0.11 -8.13 -0.494
C 2.03 0.12 -9.57 -0.065
O 1.31 1.14 -7.51 -0.069
H 3.61 -0.23 -7.31 0.081
H 2.37 -0.98 -6.30 0.074
H 2.92 -1.80 -7.78 0.081
H 0.68 -0.70 -8.11 0.141
H 2.92 0.75 -9.61 0.080
H 1.25 0.64 -10.12 0.080
H 2.24 -0.82 -10.07 0.080
H 2.12 1.67 -7.52 0.089
```